The following is a DFT calculation (ωB97M-V/def2-TZVPD) of 2 unconnected molecules or ions with the total composition CH3Cl3SSi.

Last column: Mulliken charge in e.
Cartesian coordinates (Å):
H1 -0.4654 1.9689 0.7473  0.14
S1 -0.4941 1.5017 -0.4524  -0.05
Si1 3.1818 -0.0553 0.0205  0.56
Cl1 4.2152 -1.4843 1.1931  -0.26
C1 0.0390 -0.0768 0.0465  -0.81
Cl2 3.5208 1.7256 1.0333  -0.22
Cl3 4.0134 -0.0184 -1.7712  -0.17
H2 0.3290 -0.1210 1.0158  0.44
H3 0.0168 -0.8862 -0.6232  0.37

Calculated values
HOMO energy (spin up / spin down), hartree: -0.3057 / -0.2956
Total energy, eV: -57366.99409
HOMO-LUMO gap (spin up / spin down), eV: 7.826 / 6.524
LUMO (spin up / spin down), eV: -0.49 / -1.52
Energy above the lowest of the compared OMol25 structures with the same formula, charge and spin, kJ/mol: 290.0
Maximum force, eV/Å: 3.06
Total charge: 0

***

The following is a DFT calculation (ωB97M-V/def2-TZVPD) of a single C4H6FP molecule.

Last column: Mulliken charge in e.
Cartesian coordinates (Å):
C1 0.3962 0.2872 -0.8025  -0.56
H1 -2.3119 -0.3312 1.2915  0.26
C2 -1.5541 -0.4856 0.5427  -0.74
H2 -0.7025 1.4175 0.7228  0.30
H3 -1.5460 -1.4495 0.0607  0.24
H4 3.7507 -0.1499 0.7639  0.01
H5 0.3064 -0.6820 -1.2955  0.37
C3 1.7332 0.3727 -0.1441  0.31
H6 0.3140 1.0862 -1.5470  0.23
F1 2.0430 1.6174 0.2867  -0.26
P1 2.7802 -0.9148 0.1080  -0.16
C4 -0.6890 0.4571 0.2253  0.00

Calculated values
HOMO energy, hartree: -0.3383
Total energy, eV: -16249.56686
HOMO-LUMO gap, eV: 9.588
LUMO, eV: 0.38
Energy above the lowest of the compared OMol25 structures with the same formula, charge and spin, kJ/mol: 0.0
Maximum force, eV/Å: 0.77
Total charge: 0
SMILES: [H]/P=C(\F)CC=C

***

The following is a DFT calculation (ωB97M-V/def2-TZVPD) of a gas-phase ion, C5H9N2S2 (charge +1).

Last column: Mulliken charge in e.
Cartesian coordinates (Å):
S1 1.0801 -0.6978 1.1618  -0.08
H1 -3.6110 -1.2112 -1.0394  0.27
C1 1.7474 0.1300 -1.2848  -0.18
C2 -2.9181 -1.4107 -0.2257  -0.75
H2 1.4861 -1.9186 -0.6735  0.36
H3 0.8028 2.1471 2.1992  0.25
H4 2.9887 -1.2018 -0.2246  0.36
C3 0.4811 0.9109 0.5170  0.37
N1 0.3292 2.0604 1.3143  -0.61
S2 -1.4023 0.8796 -0.1276  -0.17
H5 2.0769 0.2142 -2.2977  0.47
C4 -1.8838 -0.6976 0.2892  0.03
H6 -0.6599 2.3711 1.5274  0.27
C5 1.8972 -1.0422 -0.3853  -0.46
N2 1.1945 1.1583 -0.7133  -0.01
H7 -1.5398 -1.3135 1.0712  0.34
H8 1.1183 2.0302 -1.1465  0.27
H9 -3.1874 -2.4084 0.0383  0.26

Calculated values
HOMO energy, hartree: -0.4459
Total energy, eV: -29972.34558
HOMO-LUMO gap, eV: 6.972
LUMO, eV: -5.16
Energy above the lowest of the compared OMol25 structures with the same formula, charge and spin, kJ/mol: 318.0
Maximum force, eV/Å: 4.02
Total charge: +1
SMILES: C=CS[C@]1(N)[NH+]=CCS1

***

The following is a DFT calculation (ωB97M-V/def2-TZVPD) of a single C29H47IO7S2 molecule.

Last column: Mulliken charge in e.
Cartesian coordinates (Å):
H1 3.4217 -0.9255 0.1946  -0.18
C1 0.6171 3.0904 -2.4842  0.35
H2 5.8795 -0.0410 -1.7186  0.26
H3 -3.5133 -4.0839 -0.2394  0.30
H4 -0.9809 5.7480 -4.0976  0.31
H5 1.8679 1.5902 -3.5678  0.32
H6 -0.6436 4.7242 -1.7117  0.40
H7 -2.4014 2.9018 2.8108  0.31
H8 -5.9542 -3.6145 0.7204  0.31
H9 0.3541 1.5022 0.7246  0.07
C2 6.6461 1.0682 0.0585  -0.93
H10 7.1875 2.6745 -3.5400  0.27
C3 -0.2423 0.1893 -1.0514  0.47
I1 -2.2550 -1.7145 -2.2669  0.21
H11 -6.6658 -1.6302 2.8271  0.35
H12 7.4982 0.7101 -1.9513  0.42
H13 -0.6834 0.5395 -2.0360  0.88
H14 1.5076 -1.3926 2.4869  0.80
C4 1.0404 3.0396 -5.0238  -0.53
C5 -3.1669 2.0976 2.6544  -1.03
H15 3.3776 -2.6542 0.8963  0.35
O1 1.1015 -2.8426 -0.5856  -0.50
H16 -4.4953 -1.8368 -0.2775  0.25
C6 5.3813 -0.4290 1.7256  -0.96
C7 -0.3760 4.8134 -3.9781  -0.46
C8 0.2172 4.2411 -5.1715  -0.43
C9 -0.2065 4.2840 -2.6322  -0.32
H17 -1.0420 2.1953 -0.3321  0.50
C10 -2.7134 0.7312 3.2955  -0.01
H18 -1.2645 -3.8106 -0.4252  0.45
H19 6.3242 1.0562 -3.9233  0.35
C11 6.4810 0.8817 -1.4842  -0.35
C12 -8.8841 -1.2307 1.6266  -0.64
S1 -1.0067 0.2306 2.7565  -0.06
H20 -6.2606 -0.6620 1.3033  0.37
H21 3.4322 -0.0495 2.6164  0.30
H22 5.4559 2.6450 -4.0541  0.21
H23 -3.8793 -1.3811 1.3404  -0.33
H24 5.1920 1.8155 1.4960  0.33
C13 6.2312 2.0775 -3.4695  -0.75
C14 4.0114 -0.9591 2.2817  -0.71
H25 -3.4165 -4.1161 1.5226  0.39
H26 0.0960 4.6678 -6.1958  0.35
C15 -3.1698 -3.4559 0.6382  -1.11
H27 -0.4950 -2.1182 2.7897  0.40
H28 -2.2110 -1.8398 2.5471  0.74
O2 1.0879 -0.2178 -1.3696  -0.08
H29 -9.2139 -0.6332 0.7299  0.21
H30 -3.4394 1.9863 1.5680  0.13
C16 -6.5446 -1.6708 1.7031  -0.56
C17 1.2183 2.4950 -3.6894  -0.27
H31 -8.5017 -0.5862 2.4557  0.33
H32 5.9571 -1.1791 1.1209  0.43
H33 4.4186 0.9125 0.1479  -0.26
C18 -1.3084 -0.8067 -0.4418  -3.08
H34 6.0316 -0.1720 2.6148  0.35
C19 3.1573 -1.5755 1.0742  -0.28
H35 -2.8911 0.3324 -0.8240  0.62
O3 -7.8245 -2.0996 1.1789  -0.37
C20 5.2756 0.8846 0.8658  0.29
H36 -1.1869 -3.9374 1.3302  0.39
C21 -1.6206 -3.2906 0.5095  -1.95
O4 2.0977 2.4440 -0.7367  -0.58
C22 0.9583 2.3959 -1.1426  0.18
H37 0.7148 -3.1677 1.3664  0.99
H38 7.1156 2.0711 0.2470  0.29
C23 -0.9150 -1.8518 0.6627  3.15
C24 1.6264 -1.2726 1.3712  -0.02
C25 -5.5183 -2.8108 1.3638  -0.77
H39 -2.7814 0.8174 4.4149  0.50
H40 -4.1083 2.4766 3.1500  0.41
O5 -2.3778 0.0753 -0.0394  -0.10
H41 -5.1973 -3.2627 2.3480  0.25
C26 -4.1607 -2.2577 0.7134  0.79
H42 -9.7597 -1.8551 1.9616  0.21
C27 -1.2063 -1.4911 2.1772  -1.54
H43 4.1024 -1.7366 3.0789  0.32
H44 7.3740 0.2786 0.4008  0.40
O6 5.8323 2.0159 -2.0950  -0.30
C28 -0.1089 1.5888 -0.2796  -0.42
H45 -3.4829 -0.0312 2.9833  -0.11
C29 0.6452 -2.2875 0.6609  -1.13
H46 1.5565 2.5139 -5.8561  0.36
S2 1.3372 -1.7822 -1.8429  0.40
O7 2.7819 -1.8416 -2.1008  -0.51
H47 1.4650 -0.1977 1.1239  -0.41

Calculated values
HOMO energy, hartree: -0.3213
Total energy, eV: -74932.52436
HOMO-LUMO gap, eV: 8.424
LUMO, eV: -0.32
Maximum force, eV/Å: 2.93
Total charge: 0

***

The following is a DFT calculation (ωB97M-V/def2-TZVPD) of 8 unconnected molecules or ions with the total composition C16H48O16.

Last column: Mulliken charge in e.
Cartesian coordinates (Å):
H1 1.1014 -5.0568 -1.2347  0.38
H2 1.9864 4.3198 -4.1155  0.17
C1 -0.7872 -4.3622 -1.3487  -0.50
O1 0.0355 -3.3976 0.8746  -0.27
C2 2.9677 -4.9718 0.8657  -0.46
C3 -0.0961 3.0336 2.5896  -0.41
H3 0.9144 -3.5567 0.5227  0.06
O2 2.7637 3.8197 -2.2425  -0.51
H4 -0.5433 -3.4202 -1.8401  0.20
H5 0.2921 -1.2953 1.6515  0.03
O3 0.2605 -5.2883 -1.6358  -0.59
H6 -2.0622 -4.0046 2.9526  0.22
H7 2.1443 -3.5344 2.2676  0.08
H8 -0.0884 1.0742 2.2549  0.29
H9 3.2634 -3.8258 -0.7315  0.29
O4 3.9129 -2.7858 1.7407  -0.52
C4 -5.0747 1.6933 0.6671  -0.44
C5 3.1239 -3.9206 1.9862  -0.19
H10 -3.5444 -4.1035 3.8557  0.39
O5 -0.2328 2.8803 -5.3789  -0.53
H11 1.9254 4.0131 2.5557  0.42
H12 5.0338 5.3589 -2.2646  0.32
O6 -0.5828 1.7220 2.7625  -0.37
H13 -5.9120 1.1848 1.1451  0.32
C6 -0.8676 -4.2340 0.1894  -0.23
H14 3.3855 -4.4605 2.8962  0.40
H15 2.2153 -5.7121 1.1375  0.28
H16 -4.8330 3.6337 0.0721  0.33
H17 -1.5070 1.0390 -3.5492  0.25
H18 1.9979 2.3699 2.6501  0.19
O7 -3.8805 -1.4043 3.9579  -0.55
H19 -0.1991 3.2101 1.5190  0.28
C7 0.8479 -0.2782 0.0052  -0.09
H20 -4.9919 1.4013 -0.3797  0.32
H21 0.4676 -0.9809 -0.7362  0.17
C8 -3.0357 -3.5312 3.0799  -0.45
C9 3.6776 5.5507 -3.6258  -0.93
O8 1.8638 1.9817 -0.0474  -0.46
H22 1.9048 -0.5412 0.0505  0.40
H23 -1.4422 0.3261 -5.1502  0.52
H24 -4.7001 -3.1820 2.0340  0.32
O9 2.5244 -4.2990 -0.3423  -0.61
C10 2.9401 4.1832 -3.6058  -0.06
H25 0.9802 1.2114 -5.4409  0.30
H26 -3.6887 -0.4720 4.0825  0.28
H27 -3.9502 1.7088 2.4928  0.31
H28 -2.2800 0.4114 1.5184  0.28
H29 -0.7624 2.5631 -6.1141  0.32
H30 -0.7611 -1.2092 -3.8484  0.26
H31 -1.6459 -4.9204 -1.7217  0.40
H32 -1.8860 -3.9212 0.4199  0.16
H33 -2.4283 -1.4718 2.5008  -0.12
O10 1.5498 3.0527 4.4203  -0.54
H34 -0.9338 -5.1747 0.7359  0.35
H35 0.5089 1.2795 -1.4399  -0.41
O11 -3.1692 0.4148 1.1566  -0.19
C11 -2.7612 -2.0902 3.3344  0.25
H36 -1.9262 -2.1524 4.0323  0.34
O12 -5.4130 3.1087 0.6285  -0.49
O13 0.2223 -0.4045 1.3004  -0.32
C12 -3.7649 1.6278 1.4218  0.06
H37 3.0953 6.2555 -3.0323  0.44
C13 0.2836 1.6770 -4.7437  -0.25
H38 3.7031 -2.2890 2.5349  0.35
H39 2.4671 3.0455 4.7032  0.32
H40 3.4270 3.3689 -4.1423  0.31
O14 5.0052 5.5974 -3.1941  -0.49
H41 -0.1320 1.7538 0.0784  -0.20
C14 1.4004 3.1920 3.0439  -0.51
H42 2.1436 2.3615 -0.8835  0.36
H43 3.9340 -5.4505 0.7067  0.41
H44 3.6248 5.9335 -4.6450  0.39
O15 -3.8997 -3.6931 1.8932  -0.54
H45 0.9717 1.8584 -3.9180  0.09
C15 0.7095 1.2256 -0.3699  0.58
C16 -0.8328 0.6170 -4.2945  -0.47
O16 -0.1004 -0.5146 -3.7976  -0.49
H46 2.8432 4.6377 -1.7465  0.29
H47 -0.6987 3.8263 3.0330  0.51
H48 -3.0043 2.3869 1.2391  0.23

Calculated values
Expectation value of S²: 0.755
HOMO energy (spin up / spin down), hartree: -0.4348 / -0.4348
Total energy, eV: -50114.77412
HOMO-LUMO gap (spin up / spin down), eV: 9.194 / 2.450
LUMO (spin up / spin down), eV: -2.64 / -9.38
Energy above the lowest of the compared OMol25 structures with the same formula, charge and spin, kJ/mol: 96.3
Maximum force, eV/Å: 3.08
Multiplicity: 2
Total charge: +1

***

The following is a DFT calculation (ωB97M-V/def2-TZVPD) of a molecular structure, C3H6N2O.

Last column: Mulliken charge in e.
Cartesian coordinates (Å):
N1 1.0794 -1.1837 -0.8846  0.05
C1 0.3099 0.4071 0.7043  0.12
H1 -0.8049 0.2334 -1.3614  0.21
O1 1.0472 1.1476 -0.2744  -0.38
H2 -1.0935 1.5186 2.0842  0.37
H3 -1.2546 1.7088 0.2209  0.25
H4 1.3405 -2.8647 -1.7371  0.26
C2 -1.0454 1.0294 1.1695  -1.08
C3 0.4488 -0.0119 -0.7370  0.19
H5 0.8819 -0.1629 1.5356  0.33
H6 -1.6815 0.1945 1.0481  0.30
N2 0.7721 -2.0161 -1.7681  -0.61

Calculated values
HOMO energy, hartree: -0.3397
Total energy, eV: -8231.25654
HOMO-LUMO gap, eV: 9.594
LUMO, eV: 0.35
Energy above the lowest of the compared OMol25 structures with the same formula, charge and spin, kJ/mol: 525.1
Maximum force, eV/Å: 7.61
Total charge: 0

***

The following is a DFT calculation (ωB97M-V/def2-TZVPD) of 2 unconnected molecules or ions with the total composition C21H33INO5S.

Last column: Mulliken charge in e.
Cartesian coordinates (Å):
O1 2.3332 -0.9002 -4.4379  -0.39
H1 5.3983 0.0344 -0.6916  0.33
C1 3.2174 -1.9706 -2.5304  -0.17
C2 -4.7379 4.1441 2.7496  -1.06
H2 -6.6520 2.4970 2.7523  0.37
H3 -4.0087 4.7541 2.2285  0.46
H4 -4.5600 4.1783 3.8210  0.40
H5 -4.7966 1.7844 -1.0613  0.38
H6 5.5174 -0.1638 -2.6016  0.28
H7 6.3019 -0.9881 -3.9280  0.35
C3 -4.8057 2.7568 0.7866  -0.77
H8 1.9874 -2.8829 -4.0565  0.31
C4 -5.8783 0.4861 2.7347  -1.19
N1 -4.6221 2.7208 2.2884  0.00
O2 -0.1699 -3.0876 -1.2466  -0.49
C5 5.6758 -1.1449 -3.0489  -0.86
H9 6.6940 -4.0528 1.7676  0.38
I1 0.8820 -0.6812 0.0555  0.03
H10 -5.3111 0.7103 0.2309  0.33
C6 -3.0754 -0.3395 -0.1618  -0.56
H11 -3.0980 -0.9164 0.7679  0.30
H12 5.1175 -0.0757 1.7333  0.39
C7 -3.2814 2.1807 2.7431  -0.35
C8 -4.5957 1.4926 -0.0223  -0.45
H13 3.1545 -1.1506 -1.8136  0.30
O3 -3.2713 1.0457 0.1088  -0.20
H14 -0.1473 -2.0144 -3.5467  0.37
H15 -5.8239 3.1134 0.6276  0.38
C9 3.6725 -0.6597 -4.3995  0.35
H16 -4.9301 -0.0453 2.6879  0.25
O4 6.4106 -2.0081 -2.2032  -0.46
H17 -3.2455 1.1345 2.4646  0.24
C10 0.6313 -1.5701 -2.9244  -0.56
C11 6.5532 -3.1162 -0.1505  -0.30
H18 -3.8303 -0.7294 -0.8466  0.39
H19 -5.7387 4.5023 2.5239  0.43
H20 -6.4455 0.2840 1.8303  0.34
H21 -4.1206 3.5212 0.4254  0.46
H22 -1.1859 2.3846 2.5536  0.42
C12 -5.7302 1.9741 3.0041  -0.34
H23 -5.5304 2.1408 4.0616  0.48
H24 0.5656 -0.4858 -2.9869  0.40
C13 2.0121 -1.9606 -3.4763  0.25
S1 3.4613 -3.5941 -1.7363  -0.10
H25 4.5028 -2.5859 -4.1789  0.33
C14 4.3490 -1.7190 -3.5279  0.09
H26 -2.0880 -0.4481 -0.6044  -0.04
C15 5.6716 -0.8739 -0.1710  -0.29
H27 -6.4465 0.0588 3.5599  0.43
H28 -3.3115 2.2429 3.8320  0.54
H29 -1.9987 3.9358 2.5829  0.37
C16 6.4019 -3.1629 1.2240  -0.41
O5 4.1664 0.2846 -4.9379  -0.56
H30 5.7631 -2.1102 2.9901  0.40
C17 -2.0712 2.9162 2.2074  -1.30
H31 -2.0365 2.9236 1.1209  0.29
C18 6.1859 -1.9743 -0.8510  0.58
H32 6.9501 -3.9633 -0.6954  0.43
C19 5.5139 -0.9380 1.2099  -0.70
C20 0.3397 -2.0551 -1.5282  0.09
C21 5.8766 -2.0734 1.9147  -0.56
H33 2.2382 -3.7596 -1.2235  0.17

Calculated values
HOMO energy, hartree: -0.3671
Total energy, eV: -52968.75011
HOMO-LUMO gap, eV: 7.576
LUMO, eV: -2.41
Maximum force, eV/Å: 0.96
Total charge: +1

***

The following is a DFT calculation (ωB97M-V/def2-TZVPD) of a molecular structure, C6H7NO3S.

Last column: Mulliken charge in e.
Cartesian coordinates (Å):
H1 -1.6874 0.4206 1.7799  0.28
S1 0.8071 -1.4030 -0.8957  1.06
C1 0.6030 1.9149 0.2969  0.39
C2 0.9555 -0.0743 0.5184  -0.48
C3 -1.5483 0.4476 0.6879  -0.43
H2 2.0258 1.0183 -0.8919  0.26
H3 -1.4454 -2.3472 -1.2059  0.44
C4 -1.0201 -1.5272 -0.7627  -0.61
C5 -1.8119 -0.8246 0.0441  -0.15
H4 2.8084 1.4015 0.5921  0.39
H5 -2.8636 -1.0620 -0.0756  0.32
C6 1.8917 1.1012 0.1603  -0.68
O1 1.1812 -0.8454 -2.1555  -0.62
H6 -2.2682 1.2409 0.3865  0.36
H7 0.8604 -0.6193 1.3998  0.52
N1 -0.1020 0.7729 0.4109  0.16
O2 1.3363 -2.6320 -0.3857  -0.62
O3 0.2773 3.0170 0.0964  -0.60

Calculated values
HOMO energy, hartree: -0.3537
Total energy, eV: -24800.41582
HOMO-LUMO gap, eV: 10.099
LUMO, eV: 0.48
Energy above the lowest of the compared OMol25 structures with the same formula, charge and spin, kJ/mol: 144.2
Maximum force, eV/Å: 5.24
Total charge: 0

***

Q: What is the total charge in the eighth record?
A: 0

***

Please write out number 8 again, unchanged.
The following is a DFT calculation (ωB97M-V/def2-TZVPD) of a molecular structure, C6H7NO3S.

Last column: Mulliken charge in e.
Cartesian coordinates (Å):
H1 -1.6874 0.4206 1.7799  0.28
S1 0.8071 -1.4030 -0.8957  1.06
C1 0.6030 1.9149 0.2969  0.39
C2 0.9555 -0.0743 0.5184  -0.48
C3 -1.5483 0.4476 0.6879  -0.43
H2 2.0258 1.0183 -0.8919  0.26
H3 -1.4454 -2.3472 -1.2059  0.44
C4 -1.0201 -1.5272 -0.7627  -0.61
C5 -1.8119 -0.8246 0.0441  -0.15
H4 2.8084 1.4015 0.5921  0.39
H5 -2.8636 -1.0620 -0.0756  0.32
C6 1.8917 1.1012 0.1603  -0.68
O1 1.1812 -0.8454 -2.1555  -0.62
H6 -2.2682 1.2409 0.3865  0.36
H7 0.8604 -0.6193 1.3998  0.52
N1 -0.1020 0.7729 0.4109  0.16
O2 1.3363 -2.6320 -0.3857  -0.62
O3 0.2773 3.0170 0.0964  -0.60

Calculated values
HOMO energy, hartree: -0.3537
Total energy, eV: -24800.41582
HOMO-LUMO gap, eV: 10.099
LUMO, eV: 0.48
Energy above the lowest of the compared OMol25 structures with the same formula, charge and spin, kJ/mol: 144.2
Maximum force, eV/Å: 5.24
Total charge: 0

***

Q: Which formula does entry 1 have?
A: CH3Cl3SSi